The following is a quantum chemistry calculation of C18H45Cl4InN3O6 as an isolated structure in a non-equilibrium geometry, from OMol25.

Element x y z (Å)
1 In 8.57382 8.39127 21.06308
2 Cl 6.79510 6.96131 18.08604
3 Cl 11.42401 10.14869 22.21197
4 Cl 6.25507 5.80529 22.02175
5 Cl 5.18397 9.53552 20.80257
6 C 11.62723 7.65719 18.91327
7 O 10.39773 8.27061 18.76247
8 C 10.34438 9.02806 17.53578
9 C 9.09295 9.95488 17.52821
10 N 8.84524 10.73244 18.76179
11 C 9.93037 11.65377 19.10022
12 C 9.97736 12.92521 18.21472
13 O 10.56207 12.59354 16.96803
14 C 10.59454 13.69931 16.08458
15 H 11.73823 7.09573 19.84092
16 H 12.40237 8.41775 19.00719
17 H 11.84048 6.87377 18.18603
18 H 10.32273 8.33566 16.69423
19 H 11.24042 9.64764 17.49911
20 H 8.19982 9.37090 17.30602
21 H 9.19040 10.62058 16.67063
22 H 8.01995 11.28192 18.56925
23 H 10.94514 11.27242 18.98668
24 H 9.76160 12.07445 20.09151
25 H 10.61720 13.73222 18.57170
26 H 8.96279 13.26724 18.01036
27 H 11.16283 14.57324 16.40302
28 H 9.59432 14.06881 15.85843
29 H 10.89522 13.33432 15.10250
30 C 6.02710 9.04766 24.28137
31 O 7.40719 8.93290 23.82705
32 C 8.29432 9.95942 24.31764
33 C 8.03478 11.29958 23.67730
34 N 8.22186 11.20399 22.24990
35 C 7.27201 12.12532 21.60886
36 C 7.61118 13.64413 21.82920
37 O 9.03365 13.84988 21.49810
38 C 9.50400 15.20058 21.38518
39 H 5.34335 8.26885 23.94367
40 H 5.52866 10.00844 24.15270
41 H 6.05864 8.91800 25.36317
42 H 9.30692 9.55994 24.26151
43 H 8.11994 10.10634 25.38353
44 H 8.79772 12.02306 23.96471
45 H 7.06186 11.76121 23.84592
46 H 9.07205 11.71540 22.06085
47 H 6.28357 11.85995 21.98393
48 H 7.31354 11.89359 20.54458
49 H 7.28801 13.94931 22.82445
50 H 7.01045 14.17410 21.09004
51 H 9.33326 15.68820 22.34496
52 H 8.92411 15.72784 20.62767
53 H 10.56586 15.24340 21.14287
54 C 9.74886 4.66055 19.70830
55 O 9.94210 5.69628 20.70096
56 C 10.74824 5.16155 21.70563
57 C 11.20610 6.16812 22.82772
58 N 10.07497 6.89619 23.47535
59 C 9.20295 5.98394 24.22491
60 C 9.83339 5.27413 25.48741
61 O 10.63511 6.19048 26.17363
62 C 11.18931 5.66422 27.35594
63 H 10.69489 4.21540 19.40013
64 H 9.42163 5.04442 18.74204
65 H 9.01899 3.87299 19.89572
66 H 11.67991 4.81690 21.25696
67 H 10.20327 4.33039 22.15316
68 H 11.90898 6.87079 22.38015
69 H 11.70716 5.52096 23.54759
70 H 10.48623 7.42986 24.22779
71 H 8.66398 5.26419 23.60882
72 H 8.45623 6.65175 24.65449
73 H 10.38581 4.39863 25.14619
74 H 9.05982 4.79669 26.08885
75 H 11.89312 4.86028 27.14047
76 H 10.43403 5.30127 28.05302
77 H 11.65759 6.46636 27.92637

- HOMO energy: -0.196 Eh
- Net charge: -1
- Energy above the lowest of the compared OMol25 structures with the same formula, charge and spin: 0.000 eV
- Orbital gap: 0.1458 hartree